Entry 1:
Entry from the OMol25 dataset: a structure of composition C30H46Cl3CuNPSi (ωB97M-V/def2-TZVPD).

Geometry as XYZ:
```
83
Properties=species:S:1:pos:R:3:forces:R:3
Cu 1.91006 1.35031 -0.43011 -0.52 -0.10 0.02
C 2.96672 -1.47192 4.20879 -0.06 -0.02 -0.05
C 1.67262 -0.71415 4.52346 0.00 -0.14 0.02
C 0.84822 -1.49150 5.55728 -0.03 0.05 -0.01
C 0.84098 -0.41098 3.29122 -0.01 0.15 -0.07
C 0.55325 0.90428 2.93489 -0.01 -0.08 -0.05
C -0.30146 1.23021 1.87611 -0.17 -0.16 0.01
C -0.91579 2.62746 1.89335 0.00 -0.08 0.10
C -2.22189 2.55180 2.71547 -0.01 0.03 -0.07
C -0.03925 3.67782 2.57907 0.12 0.08 -0.20
C -0.81107 0.18593 1.05418 0.18 0.12 0.11
C -0.64351 -1.14205 1.49868 0.06 0.05 -0.11
C 0.20120 -1.41448 2.57663 -0.05 -0.12 -0.07
C -1.55635 -2.25413 1.00375 -0.32 -0.03 0.57
C -0.92970 -3.65543 1.03623 -0.01 -0.02 0.15
C -2.81535 -2.25393 1.89347 0.04 -0.11 -0.07
C -1.67778 0.46657 -0.15821 -0.10 -0.03 0.04
C -3.03593 0.70922 0.06650 0.01 0.04 0.02
C -3.94050 0.97223 -0.94795 0.02 0.01 0.05
C -3.51025 0.96630 -2.26132 -0.08 0.01 -0.08
C -2.18146 0.69919 -2.52387 0.02 -0.11 0.04
C -1.24859 0.44943 -1.50819 -0.09 0.02 0.03
P 0.44750 0.11285 -2.10415 -0.05 0.80 -0.12
C 0.46054 -1.71792 -2.58476 0.27 0.06 0.28
C 1.82353 -2.10284 -3.16757 -0.06 -0.02 -0.04
C -0.65381 -2.05700 -3.57886 0.01 -0.01 -0.12
C 0.18525 -2.53149 -1.31826 0.11 0.20 -0.62
C 0.80254 1.17461 -3.63134 -0.06 -0.06 0.12
C 0.30514 0.66198 -4.98866 0.03 0.06 -0.10
C 2.33726 1.25318 -3.71377 0.00 -0.17 -0.04
C 0.21078 2.57290 -3.38058 0.05 -0.11 -0.02
H 3.44779 -1.79209 5.13625 -0.02 0.03 -0.07
H 3.67686 -0.84296 3.66851 -0.03 -0.04 -0.09
H 2.75794 -2.37051 3.61593 0.04 0.09 0.06
H 1.94978 0.24376 4.96954 -0.02 0.04 0.00
H 0.63829 -2.50798 5.21114 0.00 0.07 0.03
H -0.10327 -0.99421 5.75869 0.04 -0.05 -0.01
H 1.39982 -1.56647 6.49636 -0.03 -0.02 -0.04
H 0.93040 1.70483 3.56575 -0.01 -0.16 -0.11
H -1.15436 2.94776 0.87626 0.03 0.01 -0.05
H -1.98246 2.27312 3.74515 0.00 0.04 -0.04
H -2.92762 1.81520 2.33866 0.10 0.20 0.11
H -2.71802 3.52665 2.72870 0.06 -0.08 0.01
H -0.06363 3.55352 3.66480 0.00 0.05 -0.08
H -0.41418 4.67601 2.35638 -0.01 0.01 0.01
H 1.00484 3.63212 2.26667 0.02 0.04 -0.09
H 0.30129 -2.44589 2.90550 0.00 0.11 -0.03
H -1.88063 -2.02979 -0.01241 -0.35 0.15 0.48
H -0.99232 -4.08746 2.03711 0.00 0.03 -0.03
H 0.11940 -3.65381 0.73197 -0.23 -0.13 0.22
H -1.47655 -4.31963 0.36439 0.01 -0.02 0.06
H -2.53222 -2.40078 2.93785 -0.04 0.00 -0.01
H -3.48099 -3.06993 1.59955 0.02 0.05 0.03
H -3.37073 -1.31895 1.81946 0.05 -0.06 0.01
H -3.39896 0.69640 1.08190 0.00 -0.09 -0.11
H -4.97476 1.18288 -0.70665 0.02 -0.05 0.00
H -4.20008 1.15329 -3.07580 0.05 0.01 0.05
H -1.85968 0.66464 -3.55396 -0.06 0.04 0.09
H 2.02049 -1.61527 -4.12049 0.01 -0.03 0.01
H 1.82960 -3.18088 -3.35113 0.00 0.04 0.04
H 2.64355 -1.87012 -2.48594 0.01 0.00 -0.01
H -0.44174 -1.71085 -4.58710 -0.05 -0.03 0.06
H -1.62132 -1.66771 -3.26234 0.01 -0.06 0.00
H -0.73692 -3.14713 -3.61742 0.01 0.03 0.00
H 0.82372 -2.26059 -0.48147 0.06 0.08 -0.06
H 0.33718 -3.59265 -1.53765 0.03 0.08 -0.05
H -0.85042 -2.40017 -1.00570 0.71 -0.13 -0.59
H 0.83291 -0.23353 -5.31696 -0.03 0.05 0.02
H 0.51475 1.44518 -5.72348 0.00 -0.04 0.03
H -0.76586 0.46961 -5.02363 0.09 0.01 -0.06
H 2.79174 0.27459 -3.87864 -0.05 0.07 -0.01
H 2.77626 1.68591 -2.81497 -0.05 -0.18 -0.16
H 2.61631 1.89467 -4.55373 -0.02 -0.01 0.06
H -0.82507 2.63599 -3.71522 0.05 0.00 0.06
H 0.78974 3.31626 -3.93375 -0.03 -0.05 0.01
H 0.22926 2.85649 -2.32431 -0.09 -0.12 -0.24
Cl 3.33820 4.09205 -2.60651 0.07 0.16 0.19
Si 2.24505 3.67033 -0.90912 0.08 0.08 -0.02
Cl 0.67200 4.98875 -1.00487 0.00 -0.04 0.33
Cl 3.47599 4.25246 0.65251 -0.23 -0.24 -0.05
N 3.21559 -1.33947 0.21616 0.11 -0.43 0.17
C 2.59093 -0.37414 0.22062 0.39 0.09 0.06
H 3.71922 -2.20798 0.22599 -0.04 0.10 0.08
```
Positions in Å, forces in eV/Å.

Calculated values
frontier orbital gap (alpha / beta): 8.80 / 5.55 eV
<S²>: 0.76
energy relative to the best compared isomer or geometry (same formula, charge and spin): 1.9823 eV
total charge: +1
calculated total energy: -4877.2841 hartree
largest force on an atom: 0.018 hartree/bohr
molecular weight: 649.67 Da
HOMO level (alpha / beta): -11.45 / -11.47 eV
multiplicity: 2



Entry 2:
Entry from the OMol25 dataset: a cluster of 7 separate species, C30H46ClN2O23P2S in total (ωB97M-V/def2-TZVPD).

Geometry as XYZ:
```
105
Properties=species:S:1:pos:R:3:forces:R:3
C 3.87214 -3.22229 -0.27439 0.28 -0.67 0.09
C 2.43517 -3.80637 0.13712 0.89 -0.58 0.23
C 1.44273 -2.75854 0.82960 -0.08 -1.56 0.89
N 1.39185 -1.41133 0.15919 0.60 3.32 -0.62
C 2.35525 -0.44034 0.66962 -1.26 1.88 -2.09
C 2.46992 1.00862 0.14195 -3.19 -2.80 -0.68
P 3.76850 2.15540 0.89078 0.96 2.26 1.29
O 4.56916 1.31177 2.13568 -1.51 0.61 -2.10
O 2.90079 3.43875 1.60864 1.30 -2.92 -0.85
S 5.06827 2.80946 -0.39005 -0.64 -0.66 0.28
C 1.48765 1.47649 -0.96314 0.01 -2.27 0.94
C 1.51285 2.95295 -1.54633 0.35 0.23 -0.67
C 0.62016 4.02925 -0.74227 0.14 0.72 0.93
C -0.25673 3.44310 0.46431 -0.76 0.88 -0.10
C -1.67365 2.79787 0.00007 -0.55 0.08 1.58
N -2.32641 3.52981 -1.12360 -0.56 -0.89 -0.09
C 0.45032 0.39379 -1.47354 1.98 -0.75 2.15
Cl -0.71945 0.99156 -2.74353 1.68 -1.24 1.79
C 0.42414 -1.06633 -0.88960 2.58 3.35 -0.46
P -0.85734 -2.30556 -1.50182 -5.84 -1.73 1.84
O -2.08162 -2.15171 -0.55899 3.73 -0.06 -2.54
O -1.39737 -2.04493 -3.08687 2.82 -0.08 2.45
O -0.38353 -3.92886 -1.39826 0.02 2.66 -0.52
H 4.51537 -2.96710 0.65111 -1.13 -0.13 -1.49
H 4.43617 -4.07774 -0.80290 -0.88 1.36 0.79
H 3.82504 -2.35505 -1.02356 0.03 -1.13 1.22
H 2.01608 -4.34992 -0.77400 0.16 1.06 1.28
H 2.63882 -4.63596 0.93335 -0.52 1.52 -1.33
H 1.81867 -2.60884 1.91251 -0.62 0.09 -1.84
H 0.37088 -3.18088 0.92922 1.77 0.86 -0.34
H 3.08653 -0.76554 1.49968 -1.55 0.31 -1.48
H 5.44301 1.06324 1.74712 -0.69 0.37 0.34
H 3.44659 4.26521 1.67500 -0.18 -0.63 -0.45
H 2.59345 3.36992 -1.56086 -1.62 -1.16 0.22
H 1.17051 2.99606 -2.65117 0.50 -0.64 1.87
H -0.02750 4.63401 -1.48532 0.81 -1.37 1.26
H 1.33581 4.81335 -0.27790 -0.97 -1.48 -0.76
H -0.54622 4.35303 1.12125 0.54 -1.42 -1.10
H 0.33113 2.74857 1.18000 -0.89 1.00 -1.36
H -1.61708 1.67268 -0.19019 0.09 1.49 0.16
H -2.37252 2.92552 0.91659 1.23 -0.47 -1.33
H -2.62199 2.87358 -1.87530 0.50 0.67 0.82
H -3.22034 3.96493 -0.82595 1.00 -0.27 -0.10
H -0.65855 -1.76993 -3.67995 -0.67 -0.29 0.24
H -1.08812 -4.42118 -0.91743 0.31 0.71 -0.34
C 2.94508 9.16297 -0.55663 -0.05 0.95 -0.07
C 2.62493 8.19288 -1.65212 -0.42 0.26 -0.83
O 3.28629 7.00670 -1.23151 0.19 -0.17 0.79
C 3.42993 7.08632 0.11816 0.16 -0.31 0.37
O 3.79718 6.17917 0.81371 -0.32 0.38 -0.34
O 3.10418 8.32173 0.57856 0.19 -0.89 -0.14
H 2.14619 9.88781 -0.39442 0.10 -0.14 0.18
H 3.88151 9.69991 -0.73255 -0.05 -0.07 0.03
H 1.55285 7.99062 -1.73270 0.07 -0.01 0.04
H 2.99707 8.52244 -2.62318 0.05 -0.23 0.10
C 2.12674 -7.62022 2.63176 0.18 -0.97 -0.60
C 0.93803 -7.32416 3.49262 -0.72 -0.47 0.01
O 1.43697 -6.35481 4.40477 0.60 0.33 -0.20
C 2.50194 -5.75278 3.80771 0.48 0.74 0.46
O 3.05209 -4.77535 4.23192 -0.49 -0.66 -0.46
O 2.86175 -6.40178 2.66650 -0.23 0.56 0.50
H 1.84660 -7.87576 1.60868 0.15 0.16 0.05
H 2.75003 -8.41950 3.03934 -0.10 0.10 -0.04
H 0.11006 -6.88523 2.92763 0.03 0.00 0.05
H 0.57651 -8.20708 4.02186 0.05 0.18 0.07
C -5.52808 1.84546 -4.26287 0.11 -0.69 -0.54
C -6.72289 2.15486 -3.41296 -0.80 -0.40 0.06
O -6.22710 3.12887 -2.50483 0.61 0.21 -0.29
C -5.15536 3.72140 -3.09718 0.25 1.07 0.58
O -4.60491 4.69855 -2.67653 -0.41 -0.90 -0.45
O -4.78952 3.05968 -4.23153 -0.05 0.26 0.38
H -5.80053 1.58279 -5.28626 0.15 0.17 0.05
H -4.91114 1.04524 -3.84269 -0.04 0.04 0.02
H -7.54375 2.59297 -3.98802 0.08 -0.01 0.03
H -7.09278 1.27830 -2.87896 0.05 0.21 0.10
C 2.66962 -9.66608 6.23263 0.31 0.74 0.49
C 2.23767 -10.97366 6.82356 0.06 -0.29 0.86
O 1.51132 -11.58032 5.76310 0.18 0.37 -0.62
C 1.95799 -11.02809 4.60347 -0.38 -0.72 -0.90
O 1.67686 -11.42907 3.51032 0.23 0.51 0.84
O 2.76765 -9.95891 4.84418 -0.27 -0.41 -0.10
H 3.62863 -9.32639 6.62654 -0.05 -0.01 -0.23
H 1.92672 -8.87554 6.37584 0.03 -0.05 -0.01
H 3.08409 -11.61524 7.08496 -0.05 0.05 -0.05
H 1.60583 -10.84488 7.70354 -0.06 -0.14 -0.19
C -5.15809 0.67805 2.60688 0.13 -0.84 -0.20
C -5.93697 1.28611 3.73364 -0.52 -0.37 0.61
O -5.45976 2.62364 3.76763 0.31 0.11 -0.57
C -4.97324 2.90712 2.52904 0.22 1.14 -0.22
O -4.64662 4.00045 2.16423 -0.16 -0.96 0.23
O -4.90559 1.78804 1.75623 -0.06 0.43 0.25
H -5.72005 -0.09478 2.08022 0.11 0.17 -0.11
H -4.20208 0.26012 2.93596 -0.05 0.05 -0.01
H -7.01345 1.29929 3.53954 0.08 0.01 -0.01
H -5.75476 0.78422 4.68510 0.01 0.24 -0.03
C -1.80317 3.76797 -6.24005 -0.83 0.05 0.41
C -0.63420 2.85097 -6.03958 0.11 -0.59 0.39
O 0.22244 3.17923 -7.12192 -0.16 0.33 -0.09
C -0.08841 4.44955 -7.50732 0.61 0.88 -0.90
O 0.55360 5.09551 -8.28273 -0.55 -0.62 0.72
O -1.22277 4.88728 -6.89385 0.54 -0.27 -0.16
H -2.26724 4.06557 -5.29801 0.02 0.15 -0.17
H -2.56815 3.33510 -6.89143 0.07 0.01 0.02
H -0.10695 3.04442 -5.09986 -0.03 0.04 -0.02
H -0.91932 1.79780 -6.07605 0.16 0.06 -0.14
```
Positions in Å, forces in eV/Å.

Calculated values
frontier orbital gap: 6.12 eV
total charge: +1
calculated total energy: -4551.6507 hartree
largest force on an atom: 0.124 hartree/bohr
molecular weight: 932.16 Da
HOMO level: -11.14 eV